1.
Formula: C29H43N4O5PSTi
Source: the OMol25 dataset
Level of theory: the ωB97M-V functional and the def2-TZVPD basis

ORCA input file:
```
! RIJCOSX wB97M-V def2-TZVPD def2/J DEFGRID3
* xyz 0 3
Ti -1.6558 -0.3301 -1.1869
O -2.9286 -3.0283 1.6631
C -2.7586 -2.1026 0.8834
O -1.8649 -2.0593 -0.0703
C -3.5742 -0.8489 0.9516
C -4.6592 -0.6263 1.7603
C -5.3553 0.5891 1.6575
C -4.9456 1.5291 0.6991
C -3.8510 1.2555 -0.0824
N -3.1379 0.0951 0.0619
C -3.3199 2.1000 -1.2012
O -3.7918 3.1965 -1.4587
O -2.3495 1.5066 -1.8449
H -4.9508 -1.4090 2.4472
H -6.2131 0.7870 2.2842
H -5.4645 2.4645 0.5393
C -0.1302 -1.3901 -6.6616
C -0.3523 -2.2349 -5.4076
C -1.5361 -1.8029 -4.6119
N -1.5196 -1.5162 -3.3600
N -2.7301 -1.1346 -2.8623
C -3.6790 -1.0891 -3.7446
N -4.9495 -0.7173 -3.4584
S -3.1328 -1.6064 -5.3111
H 0.7617 -1.7251 -7.1877
H -0.0038 -0.3390 -6.4046
H -0.9736 -1.4723 -7.3478
H 0.5089 -2.1766 -4.7413
H -0.4775 -3.2854 -5.6835
H -5.0600 -0.2370 -2.5750
H -5.5121 -0.3587 -4.2109
O 0.2938 0.0897 -0.8195
P 1.2827 0.4494 0.2889
C 0.9648 2.1398 0.9075
C -0.4892 2.5788 0.6635
C -0.6283 4.0554 1.0326
C -0.2536 4.3400 2.5026
C 0.3410 3.1141 3.1946
C 1.4322 2.4398 2.3612
C 1.2345 -0.7551 1.6405
C 1.3102 -2.2146 1.1144
C 0.6397 -3.1987 2.0845
C 0.8184 -2.7353 3.5254
C 0.0390 -1.4328 3.7568
C -0.0406 -0.5794 2.4830
C 2.9331 0.5221 -0.4568
C 4.0558 0.8053 0.5716
C 4.8531 -0.4616 0.8687
C 5.5683 -0.9642 -0.3927
C 4.7291 -0.7299 -1.6620
C 3.2383 -0.7066 -1.3334
H 1.5723 2.7432 0.2223
H -1.1888 1.9674 1.2420
H -0.7481 2.4457 -0.3855
H -1.6444 4.3851 0.8165
H 0.0264 4.6255 0.3677
H -1.1352 4.6599 3.0599
H 0.4586 5.1670 2.5520
H -0.4605 2.4011 3.4045
H 0.7578 3.3943 4.1639
H 1.7614 1.5369 2.8776
H 2.3017 3.1009 2.3236
H 2.1083 -0.5465 2.2679
H 2.3588 -2.4934 0.9865
H 0.8198 -2.2927 0.1429
H 1.0700 -4.1911 1.9399
H -0.4240 -3.2786 1.8567
H 1.8840 -2.5771 3.7278
H 0.4792 -3.5017 4.2225
H 0.5098 -0.8556 4.5581
H -0.9771 -1.6648 4.0801
H -0.2058 0.4639 2.7480
H -0.8897 -0.8922 1.8777
H 2.8464 1.3841 -1.1294
H 3.6537 1.2243 1.4948
H 4.7310 1.5628 0.1662
H 4.1753 -1.2309 1.2464
H 5.5777 -0.2745 1.6623
H 5.7905 -2.0270 -0.2815
H 6.5284 -0.4543 -0.4944
H 4.9430 -1.5007 -2.4032
H 5.0020 0.2251 -2.1201
H 2.9704 -1.6327 -0.8230
H 2.6312 -0.6630 -2.2373
*
```

For the maximum force, the calculation gives 0.5 eV/Å. Its relative energy (zero: lowest compared OMol25 entry of this formula, charge and spin) is 0.0 kcal/mol. Its expectation value of S² is 2.03. For the calculated total energy, the calculation gives -90214.09332 eV.



2.
Formula: C5H14NO2
Source: the OMol25 dataset
Level of theory: the ωB97M-V functional and the def2-TZVPD basis

ORCA input file:
```
! RIJCOSX wB97M-V def2-TZVPD def2/J DEFGRID3
* xyz -1 1
C -1.0706 -0.4171 1.5427
O 0.0175 -0.6476 2.2574
C -0.8670 -0.3628 -0.0340
C 0.6105 -0.4254 -0.3570
C 0.9763 0.1974 -1.7093
C 1.0792 -1.9018 -0.2768
N -1.5218 0.8259 -0.6244
H -1.9183 -1.1404 1.6505
H -1.5429 0.5868 1.7680
H -1.3662 -1.2233 -0.5145
H 1.1664 0.0872 0.4300
H 1.1513 1.2774 -1.7060
H 1.8713 -0.2256 -2.1441
H 0.1633 0.1245 -2.4381
H 1.4394 -2.0898 0.7231
H 1.8788 -2.1240 -1.0063
H 0.2699 -2.5756 -0.5778
H -0.8815 1.5962 -0.7533
H -2.3115 1.1194 -0.0696
H 1.0756 2.3937 1.2259
H -0.4339 2.1047 1.3390
O 0.2142 2.8202 1.2745
*
```

For the maximum force, the calculation gives 1.1 eV/Å. Its relative energy (zero: lowest compared OMol25 entry of this formula, charge and spin) is 19.8 kcal/mol. For the calculated total energy, the calculation gives -10996.74692 eV.



3.
Formula: C3H9NO2S
Source: the OMol25 dataset
Level of theory: the ωB97M-V functional and the def2-TZVPD basis

ORCA input file:
```
! RIJCOSX wB97M-V def2-TZVPD def2/J DEFGRID3
* xyz 0 1
C -2.1795 -0.4243 0.4827
S -0.7199 0.4794 0.3198
N -0.2116 1.3311 -1.1519
O -0.3129 1.3917 1.3839
C 0.5316 -0.8231 0.3491
C 1.7946 -0.1058 0.7767
O 2.2698 0.5854 -0.4177
H -3.1283 0.1277 0.5029
H -2.1884 -1.3108 -0.3134
H -0.8291 1.2857 -1.9443
H -0.0596 2.3269 -1.0201
H 0.1605 -1.5938 1.0614
H 0.7442 -1.1813 -0.7582
H 1.5260 0.4620 1.6770
H 2.6081 -0.8274 0.8585
H 1.4595 1.1025 -0.5268
*
```

For the maximum force, the calculation gives 2.7 eV/Å. Its relative energy (zero: lowest compared OMol25 entry of this formula, charge and spin) is 125.0 kcal/mol. For the calculated total energy, the calculation gives -19672.99389 eV. The SMILES is C=[S@@](N)(=O)CCO.



4.
Formula: C5H6O2
Source: the OMol25 dataset
Level of theory: the ωB97M-V functional and the def2-TZVPD basis

ORCA input file:
```
! RIJCOSX wB97M-V def2-TZVPD def2/J DEFGRID3
* xyz 0 1
C -0.5085 -0.5362 1.5727
O -1.4076 0.2068 0.9244
C -1.4103 0.1749 -0.4073
C 0.8405 0.7727 -1.2288
O 0.9452 1.3975 0.0314
C 0.9623 -0.0218 0.1071
C -0.1164 -0.2960 -0.9485
H -0.4461 -1.5913 1.3206
H -0.5003 -0.2980 2.6339
H -1.8851 1.0680 -0.8049
H 1.5726 0.9630 -2.0043
H 1.9049 -0.5416 0.2439
H 0.0149 -1.2665 -1.4325
*
```

For the maximum force, the calculation gives 0.6 eV/Å. Its relative energy (zero: lowest compared OMol25 entry of this formula, charge and spin) is 169.5 kcal/mol. For the calculated total energy, the calculation gives -9369.74466 eV.